# 1
Entry from the OMol25 dataset: a structure of composition C26H48Cl3N6O3SiTi at a distorted geometry (wB97M-V/def2-TZVPD).

Last column: Löwdin charge in e.
CARTESIAN COORDINATES (ANGSTROEM)
C -1.50677 -1.75901 -3.12122  -0.05
C -1.08068 -2.77860 -2.12185  -0.24
H -1.17197 -2.03927 -4.12500  0.07
H -1.10325 -0.76390 -2.86832  0.02
H -2.60624 -1.66704 -3.14197  0.10
C -0.55043 -3.98515 -2.41635  -0.11
C -0.41507 -4.55512 -3.78700  -0.10
H -0.22790 -4.64506 -1.61110  0.10
H -0.64452 -3.84562 -4.59166  0.06
H -1.07186 -5.43018 -3.91691  0.08
H 0.61207 -4.92000 -3.92952  0.07
Ti -0.17654 0.43522 0.18186  0.42
Cl -2.35412 0.61383 0.87928  0.12
Cl -0.35472 1.52376 -1.83973  0.11
H 0.59763 4.80568 3.52371  0.10
H -1.46570 5.82793 2.42876  0.10
C 0.96478 4.52471 2.53098  -0.01
C -1.05888 5.50099 1.46443  -0.03
N -0.18332 4.34757 1.64755  -0.16
H 1.54694 3.60381 2.59576  0.09
C -0.40177 3.22114 0.99247  -0.30
O 0.36761 2.21348 1.08473  -0.20
H -1.88467 5.22096 0.80235  0.10
H -1.29876 3.18042 0.36213  0.10
H 1.58635 5.33725 2.14070  0.10
H -0.50132 6.33449 1.01821  0.10
H 1.38247 -1.39391 -3.05405  0.09
H 2.40782 -3.54725 -1.85994  0.09
C 2.20959 -0.82992 -2.60493  -0.01
C 3.19191 -2.84002 -1.54447  -0.04
N 2.63954 -1.50696 -1.38054  -0.15
H 1.88619 0.19049 -2.39476  0.04
C 2.56396 -0.95870 -0.16871  -0.25
O 1.85722 0.05979 0.10269  -0.15
H 3.61561 -3.17297 -0.59134  0.09
H 3.16842 -1.45108 0.61056  0.15
H 3.05334 -0.82761 -3.30573  0.10
H 3.97854 -2.83577 -2.30963  0.09
O -0.37702 -1.31433 -0.40087  -0.35
C -1.29198 -2.34774 -0.69455  -0.34
C 0.02779 -3.90174 0.82223  -0.07
C -1.20783 -3.45479 0.35171  -0.20
H 0.93980 -3.48315 0.37794  0.11
C 0.08117 -4.87535 1.83506  -0.10
H -2.30447 -1.92868 -0.63531  0.12
C -2.38972 -4.04699 0.81513  -0.02
H 1.05612 -5.17561 2.23017  0.11
C -1.10536 -5.46228 2.29781  -0.09
C -2.33477 -5.06182 1.77463  -0.07
H -3.33529 -3.69504 0.39339  0.12
H -1.05086 -6.23872 3.06468  0.10
H -3.25588 -5.53838 2.11813  0.10
Si -0.46791 5.03197 -5.22171  0.12
Cl -0.70471 3.38522 -6.50138  0.27
C 1.36768 5.11169 -4.87147  -0.22
C -1.56532 4.54849 -3.79528  -0.24
C -1.02417 6.64975 -6.01541  -0.21
H 1.72445 4.13032 -4.53319  0.03
H 1.58349 5.85862 -4.09648  0.03
H 1.92126 5.38466 -5.78078  0.03
H -0.42206 6.90851 -6.89610  0.03
H -0.93913 7.49288 -5.31395  0.03
H -2.07133 6.60748 -6.33989  0.03
H -1.27423 3.56295 -3.40457  -0.04
H -2.60461 4.49322 -4.15006  0.04
H -1.49615 5.29345 -2.99288  0.03
C 0.02292 0.74632 3.56920  -0.17
N 0.07970 -0.40788 2.61575  -0.12
C -1.01210 -1.35396 3.02096  -0.18
N -0.89203 -1.80309 4.42437  -0.08
C -0.93160 -0.61882 5.31477  -0.16
N 0.16058 0.33226 4.98509  -0.09
C 1.46170 -0.37588 5.13599  -0.16
N 1.53600 -1.56124 4.24189  -0.09
C 1.36812 -1.11693 2.84956  -0.17
C 0.42151 -2.46664 4.60152  -0.16
H -0.94275 1.25259 3.45302  0.11
H 0.86343 1.41827 3.33418  0.11
H -0.94867 -2.25563 2.38395  0.11
H -1.96725 -0.84613 2.86158  0.06
H -0.80009 -0.95963 6.35313  0.12
H -1.90173 -0.11644 5.21918  0.13
H 2.27638 0.31960 4.89301  0.12
H 1.56945 -0.71675 6.17224  0.12
H 1.38458 -2.01451 2.20852  0.11
H 2.19495 -0.43864 2.60252  0.12
H 0.53980 -2.75581 5.65941  0.12
H 0.46665 -3.38397 3.98180  0.11

Summary:
gap between HOMO and LUMO (alpha / beta): 6.86 / 8.68 eV
spin multiplicity: 2
highest occupied orbital energy (alpha / beta): -0.2406 / -0.3077 Eh
E_tot: -4093.56964 hartree
energy above the lowest of the compared OMol25 structures with the same formula, charge and spin: 0.0 kJ/mol


# 2
Entry from the OMol25 dataset: a structure of composition C4H9N2O at a distorted geometry (wB97M-V/def2-TZVPD).

Last column: Löwdin charge in e.
CARTESIAN COORDINATES (ANGSTROEM)
C 1.00682 0.98267 1.51903  0.00
C 1.63980 0.76389 0.41876  -0.24
C -1.27988 -0.20376 0.32194  -0.18
C -2.13662 0.15483 1.35675  -0.04
N -0.60729 -0.48820 -0.56099  0.22
N 0.93759 -1.11261 -2.32510  0.18
O 2.15687 0.48415 -0.61525  0.13
H 1.47594 0.79775 2.51845  0.11
H 0.20906 1.70655 1.68476  0.08
H -3.28442 0.05061 1.01775  0.17
H -2.15200 1.31598 1.66007  0.16
H -1.75287 -0.24841 2.23276  0.07
H 1.58035 -0.39337 -2.65486  0.11
H 1.64138 -1.80911 -2.32573  0.11
H 0.16135 -1.13457 -2.96038  0.12
H 0.40393 -0.86640 -1.28795  0.01

Summary:
net charge: +1
gap between HOMO and LUMO: 10.40 eV
highest occupied orbital energy: -0.4881 Eh
E_tot: -342.23172 hartree
energy above the lowest of the compared OMol25 structures with the same formula, charge and spin: 329.6 kJ/mol


# 3
Entry from the OMol25 dataset: an isolated molecule of C4H6N4O2 at a distorted geometry (wB97M-V/def2-TZVPD).

Last column: Löwdin charge in e.
CARTESIAN COORDINATES (ANGSTROEM)
H -1.08677 -1.73236 -2.76993  0.14
N -1.06885 -0.64128 -2.46461  0.14
C 0.10565 -0.55212 -2.03914  -0.39
O 0.72092 -1.91141 -2.14513  -0.05
C 0.79815 0.47975 -1.19406  -0.07
N 0.25268 0.60491 0.12857  -0.23
N -0.44530 1.64683 0.51280  0.11
C -0.81092 1.37266 1.76082  -0.07
C -0.28715 0.10135 2.07925  -0.40
O -0.31325 -0.60248 3.21295  0.09
N 0.34775 -0.37264 1.01977  0.18
H 1.47211 -1.96035 -1.54182  0.07
H 0.71263 1.45583 -1.69032  0.14
H 1.86258 0.21946 -1.11131  0.13
H -1.40909 2.05374 2.35831  0.11
H -0.85114 -0.16189 3.88384  0.12

Summary:
gap between HOMO and LUMO: 10.00 eV
highest occupied orbital energy: -0.3461 Eh
E_tot: -525.46109 hartree
energy above the lowest of the compared OMol25 structures with the same formula, charge and spin: 388.0 kJ/mol
SMILES string: [H]/N=C(\O)Cn1ncc(O)n1


# 4
Entry from the OMol25 dataset: a cluster of 12 separate species, C34H83Cl6O28P5 in total at a distorted geometry (wB97M-V/def2-TZVPD).

Last column: Löwdin charge in e.
CARTESIAN COORDINATES (ANGSTROEM)
C -7.09239 -3.52060 -3.81279  -0.12
O -7.09487 -2.11670 -3.88683  -0.22
P -7.21561 -1.17675 -2.55562  0.47
O -7.49368 0.24000 -2.83575  -0.22
O -8.36970 -1.98334 -1.78304  -0.23
C -9.73537 -1.87673 -2.03796  -0.12
O -5.84511 -1.55974 -1.72048  -0.23
C -5.58708 -0.84250 -0.52417  -0.12
H -6.82912 -3.90913 -2.82900  0.09
H -6.27060 -3.77748 -4.48119  0.08
H -8.03179 -3.95431 -4.15561  0.09
H -10.26494 -2.81495 -2.20351  0.09
H -9.93499 -1.22786 -2.89073  0.09
H -10.26942 -1.49486 -1.16786  0.09
H -4.55758 -1.02139 -0.21396  0.06
H -6.31531 -0.99933 0.27157  0.09
H -5.45980 0.21125 -0.77217  0.08
C 5.16582 3.78288 -5.52814  -0.12
O 4.54479 3.33605 -4.33274  -0.21
P 3.47425 2.13032 -4.46848  0.42
O 2.60974 2.16842 -5.66321  -0.23
O 2.73805 2.21089 -2.99812  -0.25
C 1.68277 3.14238 -2.75518  -0.09
O 4.28749 0.78888 -4.42356  -0.21
C 5.26305 0.52371 -3.42331  -0.10
H 4.93051 4.80866 -5.81186  0.09
H 5.08125 3.19742 -6.44367  0.09
H 6.23450 3.70694 -5.32748  0.08
H 0.81804 2.61435 -2.35325  0.07
H 1.41278 3.69004 -3.65811  0.09
H 2.03946 3.87362 -2.02981  0.09
H 4.99716 0.78307 -2.39855  0.06
H 6.21180 1.01066 -3.64883  0.09
H 5.49625 -0.54028 -3.46389  0.08
C 3.71086 -0.69149 3.94962  -0.12
O 2.71680 0.29276 4.04493  -0.24
P 2.08011 0.72517 5.50902  0.56
O 3.15147 1.16948 6.45506  -0.25
O 1.22538 -0.57573 6.01745  -0.23
C 1.76414 -1.48714 6.95988  -0.12
O 0.88194 1.81507 5.13865  -0.23
C 1.14333 3.17747 5.46573  -0.10
H 3.95129 -1.16113 4.90342  0.09
H 4.56305 -0.32351 3.37825  0.09
H 3.33335 -1.53130 3.36627  0.03
H 2.79303 -1.32456 7.28090  0.08
H 1.55923 -2.51145 6.64860  0.09
H 1.25781 -1.41487 7.92244  0.09
H 0.76225 3.90245 4.74651  0.09
H 2.22412 3.31859 5.45712  0.05
H 0.92184 3.33543 6.52123  0.10
C -0.38623 0.89648 1.88938  -0.06
O -1.53903 0.76422 2.76647  -0.25
P -2.94386 1.46826 2.34366  0.50
O -3.43145 1.13364 0.99074  -0.23
O -2.81438 3.09354 2.60431  -0.20
C -2.11285 3.49866 3.72742  -0.15
O -3.90507 0.96275 3.57052  -0.20
C -4.38103 -0.38514 3.50613  -0.11
H 0.43396 1.28636 2.49219  0.08
H -0.59573 1.42734 0.96073  0.09
H -0.08148 -0.12087 1.64401  0.06
H -2.60181 4.04469 4.53420  0.10
H -1.29191 4.12995 3.38736  0.09
H -1.64491 2.67665 4.26914  0.07
H -4.21208 -0.96973 4.41045  0.09
H -3.91127 -1.06253 2.79300  0.06
H -5.45536 -0.36558 3.32301  0.09
C -2.56091 4.87420 -0.45428  -0.13
O -2.90082 5.17269 -1.77426  -0.24
P -1.97004 4.78271 -3.07798  0.50
O -0.87488 5.77144 -3.28884  -0.26
O -1.52995 3.21113 -2.89101  -0.24
C -2.45476 2.20802 -2.40432  -0.08
O -3.03737 4.77392 -4.32597  -0.24
C -3.66593 6.03060 -4.77744  -0.07
H -3.47762 4.60572 0.07075  0.09
H -2.17681 5.79343 -0.01204  0.09
H -1.81159 4.09349 -0.32345  0.08
H -2.30702 1.98370 -1.34792  0.06
H -2.21621 1.23261 -2.82832  0.08
H -3.49435 2.42589 -2.64906  0.10
H -3.67446 6.75222 -3.96056  0.08
H -4.71822 5.89001 -5.02443  0.09
H -3.13621 6.54105 -5.58176  0.09
C -1.20436 -2.40921 4.44924  -0.02
C -1.84235 -2.86508 3.05495  -0.19
O -1.47935 -4.20679 2.84196  0.00
C -1.68044 -4.80562 1.70757  -0.57
C -0.90418 -6.09437 1.58461  0.02
O -2.41518 -4.46927 0.78243  0.07
H -1.43133 -1.35083 4.57735  0.06
H -0.12482 -2.53511 4.36658  0.06
H -1.61108 -2.94316 5.30807  0.08
H -2.91600 -2.72028 2.93494  0.10
H -1.40950 -2.23934 2.27444  0.10
H -0.69673 -6.13094 0.51516  0.08
H -1.56808 -6.91396 1.85952  0.10
H 0.02998 -6.02168 2.14154  0.08
C 6.28252 4.92791 5.73478  -0.05
C 5.07871 4.12677 5.20197  -0.22
O 5.56084 3.41427 4.08512  -0.01
C 4.90345 3.21549 2.96121  -0.54
C 5.75979 2.53033 1.88423  0.03
O 3.74084 3.47046 2.77980  0.09
H 6.29564 5.92104 5.28573  0.07
H 7.26389 4.46271 5.64193  0.08
H 6.03046 5.08461 6.78359  0.07
H 4.67471 3.44286 5.94840  0.11
H 4.26624 4.81190 4.95991  0.12
H 5.02785 2.04505 1.23858  0.06
H 6.24977 1.70450 2.40002  0.08
H 6.44690 3.16607 1.32582  0.09
C 3.18833 -0.22374 0.25823  -0.08
C 2.11814 -0.39442 -0.82252  -0.24
O 0.87137 -0.87327 -0.42532  -0.08
C -0.15322 -1.04440 -1.32944  -0.46
C -1.50137 -1.41811 -0.71149  0.04
O -0.05561 -0.87778 -2.54253  0.08
H 3.48943 -1.15312 0.74164  0.00
H 2.72790 0.31958 1.08341  0.07
H 3.98777 0.42639 -0.09720  0.04
H 1.91579 0.63133 -1.13073  0.11
H 2.49935 -1.01815 -1.63107  0.12
H -1.39873 -2.48513 -0.51395  0.07
H -2.20206 -1.22790 -1.52448  0.09
H -1.77444 -0.85037 0.17800  0.06
C -3.39385 -3.99495 -3.45815  -0.05
C -1.88808 -3.88355 -3.16710  -0.20
O -1.11642 -4.53292 -4.19161  -0.02
C 0.13939 -4.94337 -3.87614  -0.49
C 0.75905 -5.59853 -5.08145  0.01
O 0.70230 -4.92608 -2.76670  0.04
H -3.92423 -3.40422 -2.71126  0.07
H -3.77600 -5.01423 -3.40216  0.08
H -3.58403 -3.62319 -4.46500  0.08
H -1.49843 -2.86713 -3.11063  0.10
H -1.71011 -4.37068 -2.20839  0.11
H 1.64868 -6.15544 -4.78730  0.09
H 0.95526 -4.86944 -5.86761  0.07
H -0.00035 -6.27237 -5.47813  0.09
Cl 2.70898 -5.44420 0.32620  0.54
C 1.78018 -3.95322 0.10791  -0.95
Cl 1.80798 -3.04063 1.67897  0.55
H 2.16162 -3.30799 -0.68348  0.03
H 0.73202 -4.14137 -0.12458  0.01
Cl 0.44322 -1.56762 -6.51399  0.50
C 1.82258 -0.92868 -5.58516  -1.02
Cl 2.75508 -2.32553 -5.06170  0.53
H 2.39366 -0.23466 -6.20185  0.01
H 1.42031 -0.33031 -4.76771  0.01
Cl 6.60565 -0.83237 -0.23107  0.49
C 7.12419 -2.34820 0.66517  -0.94
Cl 5.68845 -3.18903 1.26159  0.52
H 7.70174 -2.99505 0.00478  0.03
H 7.72156 -2.07471 1.53492  0.03

Summary:
gap between HOMO and LUMO: 10.33 eV
highest occupied orbital energy: -0.3706 Eh
E_tot: -7920.33295 hartree
SMILES string: COP(=O)(OC)OC.COP(=O)(OC)OC.COP(=O)(OC)OC.COP(=O)(OC)OC.COP(=O)(OC)OC.CCOC(C)=O.CCOC(C)=O.CCOC(C)=O.CCOC(C)=O.ClCCl.ClCCl.ClCCl


# 5
Entry from the OMol25 dataset: an isolated molecule of C3H6O3 (wB97M-V/def2-TZVPD).

Last column: Löwdin charge in e.
CARTESIAN COORDINATES (ANGSTROEM)
C 2.07358 -0.33856 0.12472  -0.04
O 0.69633 -0.62323 0.39021  -0.03
C -0.20583 0.16915 -0.19074  -0.48
O 0.05266 1.09663 -0.92405  0.11
C -1.63095 -0.22345 0.15045  -0.17
O -2.45176 0.90845 0.22424  -0.04
H 2.39218 -0.86629 -0.77776  0.10
H 2.22107 0.73400 -0.00792  0.09
H 2.62351 -0.70880 0.99052  0.09
H -1.96669 -0.92676 -0.63004  0.14
H -1.66143 -0.73874 1.11172  0.13
H -2.14267 1.51760 -0.46134  0.09

Summary:
gap between HOMO and LUMO: 11.39 eV
highest occupied orbital energy: -0.3886 Eh
E_tot: -343.62609 hartree
energy above the lowest of the compared OMol25 structures with the same formula, charge and spin: 74.7 kJ/mol
SMILES string: COC(=O)CO